122
Properties=species:S:1:pos:R:3:forces:R:3:mulliken_charge:R:1 method="wB97M-V/def2-TZVPD" lumo_energy_ev=3.9 total_charge=-2 multiplicity=1 e_above_lowest_kj_mol=208.7 homo_energy_ha=-0.0478 homo_lumo_gap_ev=5.17 fmax_ev_per_a=1.55
Zr 0.38193 -0.32384 0.42442 1.066 0.145 1.021 -1.972
C -3.51208 1.89007 4.20626 -0.063 -0.150 0.065 -0.676
C -2.85030 0.67956 4.88222 0.068 0.128 -0.139 -1.240
C -1.54327 0.38369 4.21615 0.077 -0.036 -0.050 0.110
C -0.30638 0.87222 4.52536 0.047 -0.113 0.043 0.574
C 0.09035 1.73520 5.68292 -0.012 0.126 -0.243 -1.171
C 0.27309 3.19839 5.25356 0.002 -0.116 0.150 -0.998
C 0.58172 0.48424 3.44176 -0.199 -0.170 0.076 0.034
N -0.12778 -0.20861 2.52265 -0.492 0.428 0.997 0.980
C -1.40640 -0.32637 2.95952 0.010 -0.027 0.169 -0.212
C -2.41300 -1.03433 2.29600 0.103 -0.093 -0.185 -0.587
C -2.28995 -1.74915 1.10072 -0.025 -0.053 0.325 0.036
C -3.32609 -2.49767 0.42502 0.080 -0.212 -0.125 0.529
C -4.77702 -2.50465 0.79411 0.079 0.201 -0.137 -1.325
C -5.47199 -1.26793 0.20720 -0.032 -0.065 0.071 -0.910
C -2.74115 -3.08182 -0.66728 -0.171 0.168 0.193 0.669
C -1.35011 -2.68622 -0.65474 0.250 -0.270 -0.025 0.327
C -0.39565 -3.03742 -1.62634 0.025 0.275 0.029 -0.778
C 0.85427 -2.46172 -1.84272 0.077 -0.432 0.107 -0.405
N 1.49395 -1.61166 -0.99667 0.085 -0.082 -0.560 -0.163
C 2.54309 -1.07293 -1.66786 0.287 -0.158 0.196 0.357
C 3.47904 -0.21175 -1.09958 -0.037 0.055 0.081 -0.860
C 3.48067 0.24600 0.22489 -0.090 -0.259 -0.079 0.427
N 2.49042 0.00719 1.10682 0.431 0.322 -0.043 0.366
C 2.80122 0.64258 2.26303 -0.295 -0.136 0.253 -0.030
C 1.93705 0.81355 3.34309 0.207 0.121 -0.163 -0.659
C 4.10946 1.25595 2.13771 0.208 0.028 -0.216 0.343
C 4.52070 1.03292 0.85595 -0.080 0.197 0.117 0.644
C 5.75649 1.51869 0.16691 0.054 -0.216 0.079 -1.341
C 6.89618 0.49354 0.20720 -0.035 0.136 -0.058 -1.138
C 4.84862 1.96823 3.22508 -0.019 -0.188 0.057 -1.003
C 5.45241 0.98320 4.23427 -0.027 0.104 0.009 -1.239
C 2.60665 -1.63204 -3.00401 -0.177 -0.140 -0.020 1.407
C 1.60639 -2.55105 -3.09098 0.062 0.033 0.061 0.747
C 1.29685 -3.43776 -4.26298 -0.091 0.224 0.004 -1.232
C 0.37637 -2.77417 -5.29534 0.103 -0.085 0.123 -0.849
C 3.58290 -1.23439 -4.06485 0.121 -0.159 0.175 -1.457
C 4.91636 -1.98190 -3.94145 -0.071 0.099 -0.067 -1.180
N -1.12718 -1.88544 0.40929 -0.771 -0.136 -0.294 0.866
C -3.39965 -3.89939 -1.73416 0.189 -0.113 0.180 -1.167
C -3.13531 -5.39818 -1.55066 -0.087 0.075 -0.092 -1.381
H -4.51882 2.06567 4.59474 0.001 0.028 0.025 0.416
H -3.57844 1.72891 3.12985 0.004 0.050 -0.009 -0.042
H -2.91372 2.78682 4.36999 -0.007 0.031 -0.039 0.135
H -3.51599 -0.18362 4.80432 0.017 -0.025 0.094 0.383
H -2.69893 0.89233 5.94418 -0.029 -0.103 0.019 0.447
H 1.02777 1.36805 6.11141 -0.034 -0.021 0.061 0.400
H -0.67212 1.67878 6.46394 0.044 -0.042 0.036 0.344
H 1.01141 3.26785 4.45567 0.004 0.050 -0.020 0.212
H 0.60341 3.81261 6.09550 -0.016 0.056 -0.028 0.407
H -0.66437 3.59958 4.86806 0.003 0.040 -0.006 0.236
H -3.39608 -1.02019 2.75246 0.002 -0.017 0.002 0.178
H -4.89054 -2.51079 1.88118 0.001 -0.033 0.001 0.451
H -5.25142 -3.41304 0.41311 -0.022 -0.015 0.071 0.503
H -4.92896 -0.36511 0.49129 -0.022 0.038 -0.006 0.124
H -6.50705 -1.18037 0.54809 -0.009 -0.006 -0.003 0.448
H -5.47128 -1.32204 -0.88301 0.012 0.034 -0.019 0.226
H -0.73238 -3.72876 -2.38793 -0.072 0.106 -0.122 0.210
H 4.29080 0.11930 -1.73565 -0.003 0.005 -0.018 0.419
H 2.35102 1.33502 4.19913 -0.004 0.072 -0.030 0.381
H 6.09248 2.45454 0.62068 -0.028 0.015 -0.019 0.497
H 5.51024 1.73965 -0.87408 0.031 0.084 0.003 0.381
H 7.18675 0.28459 1.23806 -0.005 -0.042 0.004 0.254
H 7.77321 0.86373 -0.33049 0.023 -0.037 0.000 0.398
H 6.57468 -0.44188 -0.25212 0.026 -0.039 0.028 0.248
H 4.17330 2.64969 3.74985 0.028 0.057 -0.031 0.331
H 5.65047 2.56994 2.78993 -0.059 0.075 0.000 0.349
H 4.67324 0.34022 4.64394 0.022 -0.046 0.011 0.299
H 5.94187 1.50842 5.05897 0.007 -0.002 0.003 0.411
H 6.18982 0.34463 3.74610 -0.012 -0.044 0.003 0.270
H 0.83131 -4.35881 -3.90225 0.064 -0.038 -0.015 0.439
H 2.23789 -3.71543 -4.74885 -0.012 -0.102 0.057 0.383
H -0.52091 -2.40769 -4.80642 -0.151 0.060 -0.009 0.037
H 0.10718 -3.48305 -6.08412 0.013 0.044 -0.019 0.467
H 0.86682 -1.90845 -5.74168 -0.025 0.024 -0.028 0.230
H 3.75620 -0.15811 -3.99633 -0.031 0.008 -0.065 0.425
H 3.14264 -1.42507 -5.04556 0.008 0.048 -0.015 0.339
H 5.35100 -1.82035 -2.95411 0.027 -0.035 0.002 0.196
H 5.62960 -1.63944 -4.69563 0.032 -0.032 0.002 0.406
H 4.76240 -3.05471 -4.07043 0.034 -0.018 0.028 0.292
H -3.02194 -3.56451 -2.70330 -0.091 -0.011 -0.043 0.220
H -4.47734 -3.71756 -1.72008 0.013 0.035 -0.058 0.508
H -2.06390 -5.59929 -1.56273 0.009 -0.040 0.020 0.286
H -3.61111 -5.98318 -2.34199 0.024 -0.031 -0.007 0.422
H -3.52829 -5.73430 -0.58952 0.026 -0.027 0.017 0.308
Cl -3.35646 5.51560 -0.86589 0.110 0.241 0.414 -0.228
C -2.05611 4.41472 -0.55455 0.292 -0.044 0.170 0.445
C -0.75616 4.78156 -0.84366 -0.174 -0.098 0.134 0.178
Cl -0.41207 6.35263 -1.48861 0.048 0.094 -0.099 -0.282
C 0.28587 3.87448 -0.58942 0.095 -0.159 -0.038 0.618
Cl 1.93069 4.31338 -0.92945 0.106 0.020 0.002 -0.271
C 0.05831 2.59827 -0.08793 -0.525 0.404 -0.118 -1.393
O 0.99651 1.73658 0.17028 -0.196 0.039 0.115 -0.149
C -1.30461 2.19615 0.17923 0.216 0.238 0.030 -0.782
O -1.50133 0.99921 0.61435 0.203 0.084 -0.086 0.483
C -2.31174 3.14276 -0.02028 -0.097 0.095 -0.040 0.842
Cl -3.93525 2.69386 0.39960 -0.095 -0.045 0.360 -0.179
C -5.18934 4.40087 -3.32812 -0.009 -0.047 0.069 -1.347
C -4.07414 3.40631 -3.14554 -0.105 -0.027 -0.165 1.407
C -4.33101 2.14813 -2.61049 0.059 0.008 -0.183 -0.957
C -3.31786 1.21441 -2.48102 -0.030 -0.106 -0.084 -0.771
C -2.03972 1.53357 -2.90594 0.148 -0.105 0.166 -0.648
C -1.75365 2.79562 -3.39433 0.164 -0.042 -0.073 -0.149
C -2.76921 3.73224 -3.50300 -0.026 -0.165 -0.151 -0.899
S -0.81583 0.23687 -2.91185 -0.301 0.361 -0.794 2.617
O -0.32743 0.12964 -1.51925 -0.644 0.045 -1.408 -0.039
O 0.22841 0.65652 -3.82274 0.074 0.042 0.218 -0.918
O -1.58405 -0.91089 -3.35823 0.151 -0.205 0.341 -0.926
H -6.15497 3.89498 -3.36129 -0.033 0.007 -0.033 0.374
H -5.05937 4.96504 -4.25289 -0.025 0.035 -0.004 0.373
H -5.20356 5.10749 -2.49518 -0.104 -0.040 -0.147 0.193
H -5.33504 1.90125 -2.28445 -0.011 -0.003 -0.015 0.285
H -3.49478 0.22990 -2.06528 -0.095 0.022 -0.019 0.248
H -0.73488 3.01022 -3.69132 -0.026 0.094 -0.035 0.497
H -2.54867 4.72593 -3.87667 0.004 0.011 -0.012 0.294
C 1.73939 -4.67232 1.47705 -0.164 0.370 0.109 -1.072
O 1.04826 -3.48463 1.10455 -0.121 -0.894 -0.050 0.322
C 1.30072 -2.31666 1.82202 0.612 0.281 -0.532 1.096
O 2.07179 -2.41395 2.76647 -0.321 0.079 0.042 -0.774
H 1.09366 -5.51636 1.23063 0.027 -0.041 -0.046 0.234
H 1.96001 -4.65591 2.54578 0.051 -0.099 -0.019 0.307
H 2.67884 -4.74686 0.92073 0.040 -0.062 0.019 0.256